Entry 1:
{"formula": "C6H10O3", "method": "ωB97M-V/def2-TZVPD", "symbols": ["C", "C", "C", "C", "C", "C", "O", "O", "O", "H", "H", "H", "H", "H", "H", "H", "H", "H", "H"], "coordinates": [[0.350, -1.364, -0.383], [0.440, -2.603, 0.019], [-0.021, -0.023, -0.042], [0.971, 2.114, -0.968], [-2.327, -0.415, 0.454], [1.136, 1.011, 0.083], [-0.017, -0.594, -1.445], [1.233, 1.500, 1.390], [-1.205, 0.439, 0.419], [0.335, -3.331, -0.627], [0.763, -2.812, 1.044], [2.051, 2.292, -1.129], [0.440, 2.902, -0.482], [0.420, 1.641, -1.741], [-2.362, -0.949, 1.363], [-2.372, -1.121, -0.489], [-3.230, 0.211, 0.683], [2.030, 0.340, -0.208], [1.365, 0.764, 2.060]], "nbo_charge": [0.2612, -0.5044, 0.4330, -0.6358, -0.2678, 0.1134, -0.5053, -0.7094, -0.4946, 0.2016, 0.2170, 0.2211, 0.2244, 0.2332, 0.1773, 0.2011, 0.2029, 0.1541, 0.4768], "spin_multiplicity": 1, "homo_lumo_gap_ev": 10.151, "de_lowest_kj_mol": 381.15, "smiles": "C=C1O[C@]1(OC)[C@@H](C)O", "e_homo_ev": -9.446, "charge": 0, "max_force_ha_per_bohr": 0.0965}

Entry 2:
{"formula": "C19H26N2O2S", "method": "ωB97M-V/def2-TZVPD", "symbols": ["O", "O", "S", "C", "C", "C", "C", "C", "N", "N", "C", "C", "C", "C", "C", "C", "C", "C", "C", "C", "C", "C", "C", "C", "H", "H", "H", "H", "H", "H", "H", "H", "H", "H", "H", "H", "H", "H", "H", "H", "H", "H", "H", "H", "H", "H", "H", "H", "H", "H"], "coordinates": [[1.459, 5.757, -2.377], [1.711, 0.650, 2.417], [0.158, 3.019, 0.216], [0.853, 5.267, -1.482], [2.021, 3.007, -1.585], [2.097, 1.722, -0.900], [0.976, 3.843, -1.145], [1.169, 1.586, 0.205], [-0.175, 5.976, -0.940], [-0.883, -1.314, -0.299], [3.066, 0.904, 2.249], [0.481, -1.192, -0.581], [-1.421, -0.090, 0.334], [-0.236, -2.235, 2.511], [1.149, -2.208, 1.717], [-0.713, -0.815, 2.788], [-3.149, -2.400, -1.186], [-1.427, -3.319, -1.899], [-2.164, -1.317, -2.691], [0.919, 0.367, 1.199], [-2.674, -2.795, -2.554], [1.257, -1.006, 0.618], [-0.566, 0.209, 1.606], [-1.707, -1.929, -1.350], [2.944, 3.259, -2.212], [2.830, 0.909, -1.070], [-0.105, 6.913, -1.281], [-0.388, 5.624, 0.011], [3.211, 1.747, 1.673], [3.591, 0.037, 1.721], [3.493, 1.046, 3.179], [0.620, -0.450, -1.389], [0.854, -2.221, -0.887], [-2.466, -0.286, 0.682], [-1.348, 0.630, -0.485], [-0.929, -2.853, 1.857], [-0.149, -2.806, 3.438], [1.321, -3.084, 1.258], [1.950, -2.030, 2.392], [-1.785, -0.807, 3.143], [-0.172, -0.456, 3.654], [-3.843, -1.582, -1.136], [-3.515, -3.202, -0.477], [-1.468, -4.144, -1.232], [-0.442, -3.320, -2.522], [-1.437, -1.042, -3.497], [-2.868, -0.400, -2.568], [-3.367, -3.251, -3.327], [2.278, -1.017, 0.215], [-1.008, 1.098, 1.990]], "nbo_charge": [-0.5913, -0.5601, 0.4144, 0.6311, -0.1771, -0.2872, -0.3219, -0.1702, -0.8243, -0.4737, -0.2273, -0.2398, -0.2230, -0.3997, -0.3771, -0.3985, -0.3993, -0.3923, -0.4379, 0.2432, -0.2056, -0.1934, -0.2417, 0.1657, 0.2523, 0.2319, 0.4135, 0.3931, 0.1707, 0.1479, 0.1925, 0.1826, 0.2036, 0.2145, 0.1893, 0.2116, 0.2067, 0.1972, 0.2038, 0.2074, 0.2254, 0.1912, 0.2040, 0.2128, 0.1871, 0.2077, 0.2062, 0.2064, 0.2056, 0.2216], "spin_multiplicity": 1, "homo_lumo_gap_ev": 8.185, "de_lowest_kj_mol": 588.76, "e_homo_ev": -8.109, "charge": 0, "max_force_ha_per_bohr": 0.1009}

Entry 3:
{"formula": "C4H23B3NOSn", "method": "ωB97M-V/def2-TZVPD", "symbols": ["Sn", "B", "H", "H", "H", "H", "B", "H", "H", "H", "H", "B", "H", "H", "H", "H", "C", "C", "C", "O", "C", "N", "H", "H", "H", "H", "H", "H", "H", "H", "H", "H", "H"], "coordinates": [[0.571, -1.190, -1.286], [2.783, 0.725, 0.243], [3.332, -0.205, -0.168], [3.572, 1.519, 0.512], [1.997, 1.088, -0.537], [2.215, 0.413, 1.196], [-0.109, 0.042, -4.090], [0.749, -0.026, -4.855], [0.308, 0.768, -3.286], [-1.033, 0.470, -4.624], [-0.288, -1.011, -3.625], [1.712, -2.785, 1.065], [1.234, -1.764, 1.333], [2.744, -2.581, 0.595], [1.921, -3.370, 2.033], [1.001, -3.305, 0.301], [-2.348, -0.245, 2.568], [-1.881, -0.014, 1.137], [-0.806, 1.091, 0.984], [-0.520, 1.300, -0.360], [-0.342, 2.638, -0.779], [-1.370, -1.292, 0.587], [-1.474, -0.557, 3.146], [-3.183, -0.930, 2.690], [-2.595, 0.716, 3.031], [-2.587, 0.418, 0.420], [0.065, 0.769, 1.563], [-1.221, 2.004, 1.421], [0.419, 3.157, -0.199], [-1.305, 3.152, -0.631], [-0.284, 2.688, -1.864], [-1.137, -1.916, 1.352], [-2.140, -1.766, 0.125]], "nbo_charge": [1.5671, -0.7871, -0.0132, -0.0015, -0.0578, -0.0375, -0.7406, -0.0034, -0.0358, -0.0134, -0.1006, -0.8020, -0.0350, 0.0130, 0.0104, -0.0804, -0.6363, -0.0775, -0.0706, -0.5692, -0.2426, -0.8788, 0.2250, 0.2151, 0.2146, 0.1976, 0.2236, 0.1675, 0.1983, 0.1494, 0.2259, 0.4048, 0.3710], "spin_multiplicity": 1, "homo_lumo_gap_ev": 7.602, "de_lowest_kj_mol": 0.00, "e_homo_ev": -5.532, "charge": -1, "max_force_ha_per_bohr": 0.0425}

Entry 4:
{"formula": "C9H36N18O9", "method": "ωB97M-V/def2-TZVPD", "symbols": ["C", "O", "N", "N", "H", "H", "H", "H", "C", "O", "N", "N", "H", "H", "H", "H", "C", "O", "N", "N", "H", "H", "H", "H", "C", "O", "N", "N", "H", "H", "H", "H", "C", "O", "N", "N", "H", "H", "H", "H", "C", "O", "N", "N", "H", "H", "H", "H", "C", "O", "N", "N", "H", "H", "H", "H", "C", "O", "N", "N", "H", "H", "H", "H", "C", "O", "N", "N", "H", "H", "H", "H"], "coordinates": [[6.198, 12.376, 19.958], [6.391, 12.634, 21.154], [5.355, 11.490, 19.462], [6.744, 13.091, 19.020], [5.413, 11.359, 18.463], [5.297, 10.634, 19.996], [7.412, 13.752, 19.389], [6.433, 13.031, 18.060], [2.033, 10.264, 18.662], [1.917, 9.744, 19.760], [1.595, 9.749, 17.567], [2.277, 11.427, 18.502], [1.670, 10.399, 16.798], [1.411, 8.757, 17.517], [2.286, 11.889, 17.604], [2.609, 11.934, 19.310], [0.634, 12.107, 22.053], [-0.145, 12.733, 22.694], [0.385, 11.844, 20.801], [1.836, 11.538, 22.424], [1.142, 11.410, 20.291], [-0.364, 12.451, 20.502], [2.359, 10.976, 21.767], [2.108, 11.556, 23.396], [0.104, 6.443, 15.928], [0.500, 7.318, 16.686], [-0.973, 5.719, 16.120], [0.709, 5.996, 14.833], [-1.341, 5.058, 15.451], [-1.426, 5.951, 16.992], [1.639, 6.369, 14.705], [0.443, 5.113, 14.421], [5.114, 11.826, 15.694], [5.765, 12.013, 16.726], [5.007, 12.608, 14.650], [4.431, 10.688, 15.302], [5.526, 13.475, 14.642], [4.436, 12.508, 13.823], [4.432, 9.937, 15.978], [3.672, 10.798, 14.646], [3.684, 14.987, 22.723], [2.877, 15.873, 23.026], [4.911, 14.991, 23.108], [3.476, 13.966, 21.974], [5.393, 15.702, 23.640], [5.531, 14.242, 22.834], [4.186, 13.280, 21.764], [2.551, 13.693, 21.671], [6.316, 7.959, 17.292], [6.737, 9.110, 17.281], [7.068, 6.932, 17.344], [5.083, 7.512, 17.395], [6.580, 6.100, 17.044], [8.018, 7.199, 17.130], [4.263, 8.060, 17.173], [4.824, 6.577, 17.673], [1.195, 7.022, 21.913], [0.532, 6.178, 22.576], [1.900, 6.666, 20.879], [1.432, 8.330, 22.142], [2.058, 5.695, 20.650], [2.658, 7.274, 20.604], [0.912, 8.917, 22.779], [1.514, 8.865, 21.290], [2.815, 14.343, 17.199], [3.593, 14.272, 18.117], [3.259, 14.645, 15.987], [1.530, 14.077, 17.294], [2.708, 14.563, 15.144], [4.257, 14.777, 15.906], [0.829, 14.335, 16.614], [1.376, 13.812, 18.257]], "mulliken_charge": [0.3541, -0.8138, 0.0574, -0.2738, 0.2280, 0.2241, 0.1679, 0.3764, 0.8297, -0.9265, -0.2785, 0.2668, 0.0868, 0.2169, 0.0593, -0.0670, 0.3367, -0.6833, -0.2679, -0.1736, -0.1477, 0.2345, 0.1521, 0.1711, 0.5790, -0.6546, -0.4355, -0.4177, 0.1662, 0.2338, 0.2234, 0.1902, 0.5074, -0.7995, -0.4017, -0.3448, 0.3056, 0.1344, -0.0207, 0.2545, 0.6835, -0.7469, -0.3143, -0.0315, 0.2070, 0.1641, 0.1218, -0.1192, 0.6260, -0.5364, -0.4679, -0.2527, 0.1801, 0.2794, 0.0062, 0.2118, 0.4010, -0.7015, -0.2622, -0.3990, 0.2451, 0.1303, 0.2593, 0.6534, 0.5803, -0.5361, -0.4036, -0.4260, 0.1715, 0.2016, 0.1896, 0.2359], "spin_multiplicity": 1, "homo_lumo_gap_ev": 7.620, "de_lowest_kj_mol": 625.69, "smiles": "NC(N)=O.NC(N)=O.NC(N)=O.NC(N)=O.NC(N)=O.NC(N)=O.NC(N)=O.NC(N)=O.NC(N)=O", "e_homo_ev": -8.301, "charge": 0, "max_force_ha_per_bohr": 0.2424}

> charge of number 2 (C19H26N2O2S)?

0

> Which of these has the lowest charge?

C4H23B3NOSn

> Which value of charge does entry 1 give?

0